(1)
DFT (the ωB97M-V functional and the def2-TZVPD basis) results for a molecular structure, C25H51N3O3OsP2 in a non-equilibrium geometry.

Its spin multiplicity is 5. The largest force on an atom comes out at 7.09 eV Å⁻¹. The calculation puts the HOMO-LUMO gap (alpha / beta) at 0.2960 / 0.1334 Eh. The value obtained for the total energy is -58365.25200 eV. The net charge is +4.

Each line ends with the Mulliken charge.
Geometry (Å):
Os1 0.175 -0.005 -0.220  3.39
C1 2.026 -0.247 -0.607  0.08
O1 3.167 -0.359 -0.857  -0.47
C2 -1.717 0.205 0.016  0.02
O2 -2.867 0.378 0.145  -0.40
P1 0.120 2.220 -1.185  -0.77
C3 -0.198 2.320 -3.029  0.04
H1 -0.199 3.400 -3.258  0.79
C4 -1.249 3.345 -0.546  0.23
H2 -2.155 2.745 -0.742  0.56
C5 1.719 3.200 -1.049  0.59
H3 2.456 2.463 -1.423  0.47
C6 1.418 -3.217 0.848  0.40
P2 -0.100 -2.328 0.197  0.14
H4 -0.586 -4.334 -0.989  1.07
H5 2.183 -2.992 0.084  0.68
C7 -1.426 -3.051 1.318  0.40
H6 -1.134 -4.108 1.419  0.48
C8 -1.160 3.556 0.963  -0.85
H7 -2.048 4.111 1.297  0.53
H8 -0.275 4.137 1.246  0.25
H9 -1.141 2.601 1.507  -0.16
C9 -1.415 4.692 -1.255  -1.31
H10 -0.565 5.361 -1.079  0.30
H11 -2.306 5.183 -0.836  0.46
H12 -1.581 4.599 -2.334  0.37
C10 1.859 4.466 -1.906  -1.38
H13 1.547 4.339 -2.947  0.35
H14 2.925 4.738 -1.921  0.42
H15 1.325 5.321 -1.474  0.39
C11 2.061 3.512 0.410  -1.58
H16 3.154 3.600 0.510  0.50
H17 1.732 2.710 1.089  0.30
H18 1.643 4.476 0.738  0.36
C12 0.938 1.668 -3.830  -1.02
H19 1.678 2.416 -4.155  0.28
H20 0.526 1.193 -4.731  0.45
H21 1.464 0.893 -3.255  0.24
C13 -1.577 1.768 -3.416  -1.62
H22 -1.604 0.671 -3.344  0.40
H23 -1.769 2.047 -4.464  0.53
H24 -2.386 2.184 -2.797  0.32
C14 1.264 -4.740 0.959  -1.61
H25 0.883 -5.219 0.052  0.39
H26 0.621 -5.024 1.802  0.47
H27 2.258 -5.165 1.153  0.44
C15 1.908 -2.648 2.179  -1.46
H28 1.242 -2.910 3.012  0.27
C16 -1.546 -2.857 -2.231  -1.20
H29 2.022 -1.556 2.139  0.07
H30 2.892 -3.084 2.411  0.57
C17 0.943 -3.423 -2.212  -1.19
H31 -1.990 -1.917 -1.871  0.23
H32 -1.229 -2.704 -3.269  0.44
H33 -2.333 -3.626 -2.232  0.36
C18 -0.350 -3.330 -1.384  -0.25
H34 0.687 -3.652 -3.257  0.46
H35 1.611 -4.212 -1.837  0.27
H36 1.499 -2.476 -2.207  0.22
C19 -2.834 -3.007 0.727  -1.32
H37 -3.119 -1.979 0.469  0.17
H38 -3.536 -3.359 1.495  0.52
H39 -2.945 -3.649 -0.154  0.29
C20 -1.430 -2.418 2.710  -1.11
H40 -1.544 -1.325 2.642  0.05
H41 -0.526 -2.632 3.287  0.16
H42 -2.284 -2.815 3.277  0.54
H43 -0.138 -0.955 -1.837  0.30
H44 -0.167 -0.129 -2.104  -0.68
C21 -0.917 1.214 5.035  -0.70
N1 0.393 1.138 4.383  0.23
C22 1.545 1.327 5.076  -0.12
C23 2.741 1.244 4.421  -1.10
C24 2.723 0.950 3.037  0.99
N2 1.586 0.752 2.354  -0.46
C25 0.411 0.843 3.027  -0.01
O3 -0.707 0.678 2.454  -0.75
N3 3.866 0.838 2.326  -0.14
H45 -1.546 1.966 4.541  0.30
H46 -0.777 1.483 6.085  0.40
H47 -1.431 0.247 4.964  0.30
H48 1.410 1.541 6.134  0.51
H49 3.689 1.379 4.925  0.59
H50 4.764 1.021 2.751  0.27
H51 3.825 0.600 1.343  0.09

***

(2)
DFT (the ωB97M-V functional and the def2-TZVPD basis) results for a molecular structure, C25H52CrNO24 in a non-equilibrium geometry.

Its spin multiplicity is 5. The largest force on an atom comes out at 3.52 eV Å⁻¹. The calculation puts the HOMO-LUMO gap (alpha / beta) at 0.2872 / 0.2863 Eh. The calculation puts the energy above the lowest of the compared OMol25 structures with the same formula, charge and spin at 0.0 kcal/mol. The value obtained for the total energy is -105809.84490 eV. The net charge is +1.

Each line ends with the Mulliken charge.
Geometry (Å):
Cr1 3.891 0.500 0.103  0.66
C1 0.282 0.983 2.329  -0.76
C2 1.131 0.024 1.484  0.46
C3 0.238 -1.032 0.826  -0.78
O1 2.006 0.658 0.601  0.56
H1 -0.398 0.435 2.979  0.38
H2 -0.355 1.682 1.780  0.16
H3 0.910 1.600 2.975  -0.18
H4 1.657 -0.554 2.267  -0.08
H5 -0.509 -1.304 1.571  0.29
H6 0.791 -1.950 0.621  0.39
H7 -0.264 -0.638 -0.060  -0.17
C4 -1.860 -2.012 -4.945  -0.73
O2 -1.734 -2.572 -3.642  -0.17
C5 -0.667 -3.293 -3.352  0.83
O3 0.214 -3.624 -4.096  -0.61
O4 -0.724 -3.644 -2.072  -0.16
C6 0.358 -4.396 -1.543  -0.80
H8 -1.146 -2.400 -5.671  0.39
H9 -1.718 -0.933 -4.875  0.14
H10 -2.861 -2.251 -5.296  0.30
H11 -0.066 -4.893 -0.671  0.29
H12 1.181 -3.785 -1.166  0.12
H13 0.720 -5.159 -2.228  0.44
C7 6.220 -2.510 -1.666  -0.63
O5 5.049 -2.614 -2.476  -0.34
C8 3.998 -1.926 -2.108  0.93
O6 3.831 -1.360 -1.029  -0.66
O7 3.166 -1.898 -3.109  -0.35
C9 1.909 -1.222 -2.864  0.38
H14 6.429 -1.482 -1.364  0.23
H15 7.098 -2.936 -2.133  0.27
H16 6.013 -3.045 -0.736  0.29
H17 1.215 -1.349 -3.682  0.37
H18 2.174 -0.174 -2.732  -0.21
H19 1.489 -1.586 -1.927  -0.29
C10 -2.236 -3.199 0.970  -0.50
O8 -3.486 -3.703 0.537  -0.39
C11 -4.135 -3.030 -0.409  0.45
O9 -5.073 -3.461 -1.009  -0.62
O10 -3.648 -1.793 -0.576  0.42
C12 -4.382 -0.844 -1.356  -0.80
H20 -1.650 -2.719 0.191  -0.05
H21 -1.595 -3.986 1.363  0.45
H22 -2.396 -2.431 1.727  0.38
H23 -4.905 -1.303 -2.191  0.36
H24 -3.593 -0.182 -1.714  0.09
H25 -5.057 -0.281 -0.713  0.26
C13 -1.497 2.055 -1.077  -0.40
O11 -1.527 1.552 -2.404  0.21
C14 -1.878 2.430 -3.340  0.21
O12 -1.975 3.617 -3.179  -0.58
O13 -2.120 1.793 -4.481  -0.13
C15 -2.380 2.626 -5.598  -0.79
H26 -1.079 1.319 -0.396  -0.40
H27 -2.539 2.160 -0.757  0.43
H28 -1.000 3.009 -0.911  0.55
H29 -3.262 3.239 -5.427  0.30
H30 -2.556 2.051 -6.506  0.27
H31 -1.525 3.250 -5.865  0.32
C16 4.950 1.514 5.606  -0.45
O14 4.458 0.205 5.835  -0.36
C17 3.236 -0.122 5.428  0.83
O15 2.387 0.646 5.067  -0.53
O16 3.118 -1.435 5.588  -0.32
C18 1.778 -1.935 5.530  -0.45
H32 6.020 1.444 5.435  0.26
H33 4.790 2.179 6.454  0.28
H34 4.435 1.921 4.734  0.09
H35 1.786 -2.987 5.251  0.26
H36 1.189 -1.473 4.739  0.09
H37 1.346 -1.831 6.522  0.30
C19 1.333 3.103 -4.277  -0.70
O17 2.139 2.213 -3.498  -0.29
C20 2.520 2.517 -2.288  0.87
O18 3.293 1.794 -1.683  -0.52
O19 2.017 3.646 -1.840  -0.39
C21 2.189 3.992 -0.468  -0.54
H38 0.884 2.482 -5.047  0.27
H39 1.929 3.892 -4.731  0.34
H40 0.530 3.603 -3.738  0.30
H41 3.161 3.695 -0.064  0.25
H42 1.449 3.500 0.162  0.09
H43 2.151 5.073 -0.385  0.34
C22 -6.807 -2.038 2.072  -0.57
O20 -6.163 -0.767 1.991  -0.39
C23 -4.880 -0.726 2.306  0.77
O21 -4.234 -1.638 2.741  -0.59
O22 -4.398 0.459 1.956  -0.39
C24 -2.990 0.630 2.047  -0.62
H44 -6.293 -2.787 1.473  0.24
H45 -7.835 -1.931 1.740  0.23
H46 -6.853 -2.333 3.121  0.30
H47 -2.567 -0.155 1.419  0.12
H48 -2.667 0.685 3.084  0.49
H49 -2.652 1.575 1.624  0.40
C25 2.209 4.109 3.962  -0.73
N1 0.792 4.469 3.753  1.05
O23 0.087 4.526 4.731  -0.56
O24 0.413 4.767 2.634  -0.56
H50 2.462 3.351 3.224  0.08
H51 2.286 3.668 4.949  0.35
H52 2.831 4.993 3.867  0.39